1.
# C12H16BCl11F9O3P

A cluster of 6 separate species, C12H16BCl11F9O3P in total at a distorted geometry (wB97M-V/def2-TZVPD, the OMol25 dataset).

The geometry in ORCA input format:
```
! wB97M-V def2-TZVPD RIJCOSX def2/J DEFGRID3
* xyz 0 1
F 2.019 0.121 0.716
Cl -2.350 8.311 -1.738
O 1.274 -1.008 -4.016
F 2.688 -4.026 -0.219
H 3.887 -0.420 5.950
H 4.132 -2.080 5.352
H -4.514 7.602 -1.124
Cl 5.996 -0.699 4.932
H -0.100 5.140 -1.023
H -2.479 -1.723 -0.652
Cl -2.033 -4.763 -0.691
C -0.639 0.591 -2.973
H -3.760 8.623 0.126
F 0.052 -1.389 0.826
C -1.115 -5.150 0.771
C -1.112 5.221 -1.418
H 1.248 -1.977 -3.811
H -1.248 -6.205 1.003
Cl 3.372 -0.627 3.658
Cl -1.311 4.054 -2.731
C 3.052 -1.668 -0.743
Cl -2.263 4.917 -0.112
F 2.591 -2.531 1.598
O -1.018 -1.299 -4.818
P -0.804 0.182 -1.146
F 0.277 -2.420 -1.192
C 0.272 -2.397 4.032
H 1.236 -2.898 3.972
F 3.041 -2.281 -2.011
H -1.698 0.866 -3.347
H -1.487 -4.542 1.594
Cl -4.790 9.901 -1.566
Cl 0.608 -4.823 0.550
B -0.107 -0.598 -3.933
C 3.152 -2.828 0.358
Cl -2.805 1.948 0.648
C -3.919 8.496 -0.943
F 2.121 0.424 -1.517
C -2.546 -0.617 -0.946
F 4.290 -0.951 -0.679
C 0.400 -1.155 -0.558
Cl 0.231 -1.403 5.494
C 1.904 -0.583 -0.523
C -3.229 0.180 0.294
H -3.200 -0.429 -1.862
H -1.940 -1.050 -4.605
H -0.006 1.529 -3.182
H -1.279 6.224 -1.807
Cl -1.010 -3.616 4.051
H 0.136 -1.754 3.164
C 4.270 -1.024 5.129
F 4.542 -3.031 0.600
O -4.027 -0.362 1.065
*
```

Output
Kohn-Sham gap = 9.437 eV
Structure (SMILES) = O=C(Cl)CP(CB(O)O)C(F)(F)C(F)(F)C(F)(F)C(F)(F)F.ClCCl.ClCCl.ClCCl.ClCCl.ClCCl

---

2.
# C4H6ClF

The molecule C4H6ClF at a distorted geometry (wB97M-V/def2-TZVPD, the OMol25 dataset).

The geometry in ORCA input format:
```
! wB97M-V def2-TZVPD RIJCOSX def2/J DEFGRID3
* xyz 0 1
H -1.487 -0.184 1.378
C -1.229 -0.761 0.510
Cl 2.110 -1.456 -0.163
F 2.831 0.991 0.313
C -0.724 0.208 -0.537
C 1.719 0.295 -0.038
H -0.414 -1.307 0.881
C 0.575 0.887 -0.226
H -1.364 1.031 -0.679
H -2.040 -1.366 0.184
H -0.559 -0.299 -1.467
H 0.581 1.961 -0.154
*
```

Output
Kohn-Sham gap = 10.555 eV
Structure (SMILES) = CC/C=C(/F)Cl

---

3.
# CH17O11Pt

A structure of composition CH17O11Pt at a distorted geometry (wB97M-V/def2-TZVPD, the OMol25 dataset).

The geometry in ORCA input format:
```
! wB97M-V def2-TZVPD RIJCOSX def2/J DEFGRID3
* xyz 1 3
O 2.575 2.468 -0.741
H 1.552 3.041 2.420
H 0.146 -0.334 2.952
H -0.686 1.373 1.577
O 0.768 0.640 -3.578
O 0.925 0.573 0.856
H -1.736 -1.106 1.449
H -1.114 -3.216 -1.354
H -2.102 1.374 1.042
O 2.251 2.395 2.521
H -2.523 -2.702 -1.146
O 0.990 -0.990 -0.683
H -0.950 -0.893 -0.631
O -0.937 -0.318 0.138
H -1.619 -1.562 -3.036
O -1.591 1.549 1.833
H 1.154 0.514 -2.711
H 1.981 2.067 -0.105
H 3.329 2.747 -0.222
H 2.062 1.731 1.859
H -0.878 -0.422 -3.702
H 0.637 -1.647 3.523
O -2.306 -1.542 2.082
O 0.343 -0.773 3.779
Pt 2.947 -1.852 -1.261
H -3.137 -1.072 2.021
O -1.651 -2.427 -1.430
O -1.669 -0.956 -3.776
C 0.362 -0.236 0.080
H 0.877 1.574 -3.756
*
```

Output
Kohn-Sham gap (spin up / spin down) = 6.280 / 2.973 eV

---

Number 1: energy -191015.1676 eV. Number 2: energy -19484.2411 eV. Number 3: energy -27068.0134 eV.